Record 1
ORCA calculation (ωB97M-V with the def2-TZVPD basis set) on a 2-piece molecular cluster, C4H9N2S overall in a non-equilibrium geometry.

Geometry as XYZ:
```
16
Properties=species:S:1:pos:R:3:nbo_charge:R:1
S 2.58 0.79 1.39 0.199
N 0.69 2.33 0.59 -0.728
N 0.74 -1.75 0.07 -0.761
C -0.83 -0.25 -1.32 -0.420
C 1.06 1.05 0.79 -0.008
C -0.05 -0.71 -0.12 0.371
C -1.43 -0.34 0.10 -0.467
H -0.71 0.56 -1.87 0.232
H -1.12 -1.14 -1.90 0.248
H 1.30 3.03 0.46 0.396
H -1.67 0.59 0.69 0.247
H 2.77 -0.58 1.34 0.162
H -0.26 2.52 0.30 0.410
H 1.57 -1.76 -0.51 0.423
H 0.37 -2.50 0.65 0.435
H -2.31 -0.89 0.29 0.260
```

Gap between HOMO and LUMO = 9.321 eV
Energy above the lowest of the compared OMol25 structures with the same formula, charge and spin = 102.7 kcal/mol
Charge = +1
HOMO level = -13.4 eV

---

Record 2
ORCA calculation (ωB97M-V with the def2-TZVPD basis set) on a 6-piece molecular cluster, C21H62B2N5O7 overall in a non-equilibrium geometry.

Geometry as XYZ:
```
97
Properties=species:S:1:pos:R:3:lowdin_charge:R:1
O -0.09 -0.08 -0.02 -0.176
O 0.44 0.47 3.97 0.076
O -9.14 -2.16 -1.34 -0.187
O -3.80 -1.22 -6.91 -0.192
O 5.06 5.34 -0.21 -0.192
O 1.65 2.19 2.68 0.072
O 8.75 3.43 5.44 -0.193
N -9.31 -3.49 -3.89 0.045
N 4.85 3.26 1.81 0.047
N -6.39 -2.49 -6.95 0.040
N -0.93 -0.62 -2.72 0.040
N 6.14 2.16 5.49 0.053
C 8.63 2.02 5.35 -0.206
C 4.43 4.10 -0.50 -0.204
C -5.23 -3.35 -5.00 -0.070
C -1.02 0.61 0.79 -0.085
C -0.45 -1.38 -0.40 -0.213
C -9.79 -5.18 -2.21 -0.073
C 9.21 3.91 6.69 -0.126
C -8.75 -4.19 -2.73 -0.437
C 6.24 2.36 0.04 -0.068
C 4.86 2.92 0.39 -0.420
C -3.37 -0.79 -5.63 -0.103
C -8.24 -3.21 -1.66 -0.207
C -10.15 -2.50 -0.41 -0.110
C 7.33 1.44 5.94 -0.431
C -3.90 -2.62 -7.06 -0.217
C -5.20 -3.23 -6.52 -0.430
C 7.32 1.38 7.46 -0.077
C 2.76 -0.05 3.06 -0.165
C -1.39 -1.46 -1.61 -0.432
C 6.34 5.51 -0.76 -0.123
C -2.84 -1.10 -1.29 -0.070
B 1.57 0.90 3.23 -0.783
B 3.95 0.73 3.98 -0.443
H -11.03 -2.90 -0.91 0.074
H 7.25 0.41 5.57 0.133
H -10.77 -4.72 -2.07 0.063
H -8.59 -2.90 -4.30 0.062
H 4.73 -0.11 4.40 0.000
H 5.40 4.11 1.93 0.077
H -2.89 0.18 -5.75 0.087
H 2.52 -1.04 3.45 0.053
H -5.40 -2.39 -4.51 0.061
H 0.00 -0.92 -2.99 0.072
H -0.47 1.34 1.38 0.077
H 6.28 3.15 5.68 0.073
H -4.21 -0.66 -4.95 0.072
H 8.64 1.80 4.29 0.120
H 7.12 5.13 -0.10 0.074
H 4.13 2.12 0.23 0.142
H -2.98 -0.03 -1.17 0.064
H -3.49 -1.42 -2.11 0.059
H 6.37 1.39 0.51 0.077
H -2.64 -1.48 -5.19 0.080
H 4.56 3.86 -1.57 0.114
H -10.45 -1.58 0.10 0.086
H 6.43 5.03 -1.74 0.086
H 9.51 1.54 5.79 0.112
H -1.38 -2.50 -1.96 0.130
H -5.27 -4.25 -6.92 0.134
H 6.35 2.23 -1.04 0.072
H 8.27 0.99 7.85 0.069
H -6.43 -2.49 -7.97 0.070
H -9.79 -3.21 0.34 0.090
H 3.40 1.31 4.92 0.016
H 7.05 3.00 0.39 0.061
H -3.18 -1.60 -0.38 0.078
H -0.87 -1.93 0.46 0.123
H -1.74 1.15 0.16 0.075
H -1.55 -0.06 1.47 0.098
H 6.51 6.58 -0.89 0.081
H 9.70 4.87 6.51 0.081
H 2.13 2.75 3.31 0.083
H -3.02 -3.12 -6.63 0.120
H -4.29 -3.76 -4.62 0.080
H -6.04 -4.02 -4.69 0.062
H 4.47 1.59 3.29 -0.015
H 8.38 4.09 7.37 0.073
H 0.75 0.31 4.87 0.092
H 6.07 2.10 4.48 0.039
H -3.87 -2.80 -8.14 0.119
H 3.91 3.53 2.08 0.067
H -9.92 -6.00 -2.92 0.074
H -0.77 0.32 -2.34 0.071
H 7.16 2.37 7.91 0.059
H 0.48 -1.88 -0.66 0.123
H -9.48 -5.61 -1.26 0.077
H 3.03 -0.15 2.01 0.061
H 9.93 3.23 7.15 0.085
H -9.99 -2.82 -3.54 0.068
H -7.35 -2.72 -2.05 0.117
H 6.52 0.74 7.81 0.075
H -6.23 -1.51 -6.72 0.069
H -7.89 -4.77 -3.07 0.125
H -7.94 -3.74 -0.74 0.120
H 3.37 4.27 -0.34 0.121
```

Gap between HOMO and LUMO = 6.376 eV
Charge = -1
HOMO level = -4.4 eV

---

Record 3
ORCA calculation (ωB97M-V with the def2-TZVPD basis set) on an isolated molecule of C4H7NO.

Geometry as XYZ:
```
13
Properties=species:S:1:pos:R:3:nbo_charge:R:1
O 1.17 0.93 0.65 -0.350
N 0.85 -0.78 -0.89 -0.651
C 1.64 0.19 -0.30 0.191
C -1.07 -0.04 0.52 -0.493
C -0.04 0.82 1.18 -0.008
C -0.58 -0.46 -0.88 -0.223
H 1.03 -1.71 -0.54 0.371
H -2.01 0.52 0.44 0.216
H -0.75 0.34 -1.60 0.194
H 2.66 0.41 -0.60 0.171
H -1.30 -0.94 1.10 0.205
H -1.13 -1.34 -1.23 0.206
H -0.26 1.64 1.85 0.172
```

Gap between HOMO and LUMO (alpha / beta) = 7.551 / 7.731 eV
Energy above the lowest of the compared OMol25 structures with the same formula, charge and spin = 90.4 kcal/mol
Charge = 0
HOMO level (alpha / beta) = -6.5 / -6.8 eV

---

For reference, electronic energy by record: -18099.074 -45917.866 -7795.725 eV.